Record 1
C33H24HgN9OS2 | wB97M-V/def2-TZVPD

Properties
**Relative energy (zero: lowest compared OMol25 entry of this formula, charge and spin)**: 154.7 kJ/mol
**Orbital gap (spin up / spin down)**: 4.5327 / 5.1972 eV
**E_HOMO (spin up / spin down)**: -1.136 / -1.801 eV
**Maximum force**: 0.3 eV Å⁻¹
**Total energy**: -75916.969 eV

ORCA input file:
```
! RIJCOSX wB97M-V def2-TZVPD def2/J DEFGRID3
* xyz -2 2
Hg 2.00117 -0.48019 0.41756
C 0.97729 1.05830 6.10091
C 0.74890 2.25871 5.43296
C 0.66523 2.30550 4.05136
C 0.80577 1.12997 3.29157
C 1.04755 -0.07441 3.97311
C 1.13002 -0.10653 5.35364
N 0.72883 1.07699 1.91289
N 0.58242 2.24558 1.32923
C 0.53607 2.18335 -0.03568
C 0.70601 3.38752 -0.75392
C 0.65711 3.36986 -2.12220
C 0.39731 2.16491 -2.78853
C 0.26080 1.03287 -2.02277
N 0.33433 1.01306 -0.68365
H 1.05522 1.03382 7.18142
H 0.64003 3.17530 6.00294
H 0.50334 3.23474 3.52484
H 1.20886 -0.97409 3.38964
H 1.33009 -1.04723 5.85402
H 0.92796 4.28753 -0.19553
H 0.84443 4.27358 -2.68948
H 0.36708 2.10696 -3.86788
H 0.09639 0.07176 -2.50089
S 3.99043 0.72653 1.40917
C 5.18666 -0.32658 0.66646
C 6.47276 0.19461 0.44216
C 7.50068 -0.55999 -0.09593
C 7.27008 -1.88589 -0.44092
C 6.00532 -2.41809 -0.25710
C 4.95100 -1.67283 0.28626
S 3.40177 -2.52447 0.44568
H 6.63788 1.23342 0.70067
H 8.47446 -0.11047 -0.25988
H 8.05949 -2.49483 -0.86762
H 5.80693 -3.44689 -0.53779
N -5.56723 -0.97234 -1.15657
C -6.91038 -0.75411 -0.95392
C -8.00537 -0.72816 -1.81007
C -9.23789 -0.47085 -1.23770
C -9.36960 -0.25238 0.14285
C -8.27350 -0.28229 0.98561
C -7.02240 -0.53188 0.42658
N -5.77882 -0.61278 1.02813
C -4.94461 -0.87355 0.06103
C -3.49606 -1.08090 0.21364
C -2.70287 -1.50554 -0.84351
C -1.35513 -1.73022 -0.61965
N -0.77174 -1.54927 0.55682
C -1.52774 -1.12261 1.56552
C -2.88907 -0.88486 1.44539
H -5.11230 -1.14327 -2.03461
H -7.90671 -0.90370 -2.87408
H -10.11784 -0.43396 -1.86747
H -10.35195 -0.05597 0.55392
H -8.37108 -0.12115 2.05167
H -3.10537 -1.66865 -1.83656
H -0.71114 -2.06684 -1.42618
H -1.02207 -0.95076 2.50738
H -3.47654 -0.54191 2.28631
N 3.19587 -1.82865 -2.99283
C 3.26138 -0.44750 -3.02760
O 2.89627 0.21444 -2.04877
C 3.68087 0.15211 -4.27282
C 4.09296 -0.65231 -5.35865
N 4.41433 -1.35140 -6.22803
C 3.62358 1.55433 -4.46681
N 3.57679 2.69231 -4.67604
H 3.24854 -2.21025 -2.05031
H 3.72712 -2.32749 -3.68938
*
```

Charges obtained by Mulliken population analysis, quoted in units of e: number 1, Hg, carries 1.546; number 2, C, carries -0.448; number 3, C, carries -0.485; number 4, C, carries -0.517; number 5, C, carries -0.385; number 6, C, carries 0.196; number 7, C, carries -0.747; number 8, N, carries 0.584; number 9, N, carries -0.689; number 10, C, carries 0.195; number 11, C, carries -0.632; number 12, C, carries -0.282; number 13, C, carries -0.811; number 14, C, carries -0.195; number 15, N, carries -0.097; number 16, H, carries 0.352; number 17, H, carries 0.344; number 18, H, carries 0.379; number 19, H, carries 0.354; number 20, H, carries 0.331; number 21, H, carries 0.438; number 22, H, carries 0.345; number 23, H, carries 0.405; number 24, H, carries 0.350; number 25, S, carries -0.631; number 26, C, carries 0.402; number 27, C, carries -0.691; number 28, C, carries -0.461; number 29, C, carries -0.518; number 30, C, carries -0.576; number 31, C, carries 0.254; number 32, S, carries -0.527; number 33, H, carries 0.357; number 34, H, carries 0.315; number 35, H, carries 0.316; number 36, H, carries 0.326; number 37, N, carries 0.023; number 38, C, carries 0.644; number 39, C, carries -1.005; number 40, C, carries -0.383; number 41, C, carries -0.450; number 42, C, carries -0.707; number 43, C, carries 0.520; number 44, N, carries -0.674; number 45, C, carries -0.007; number 46, C, carries 1.061; number 47, C, carries -0.372; number 48, C, carries -0.835; number 49, N, carries -0.201; number 50, C, carries -0.234; number 51, C, carries -0.694; number 52, H, carries 0.164; number 53, H, carries 0.371; number 54, H, carries 0.364; number 55, H, carries 0.361; number 56, H, carries 0.423; number 57, H, carries 0.221; number 58, H, carries 0.521; number 59, H, carries 0.422; number 60, H, carries 0.478; number 61, N, carries -0.453; number 62, C, carries 0.810; number 63, O, carries -0.683; number 64, C, carries 0.206; number 65, C, carries -0.092; number 66, N, carries -0.677; number 67, C, carries 0.134; number 68, N, carries -0.740; number 69, H, carries 0.116; number 70, H, carries 0.268


Record 2
C12H21O2 | wB97M-V/def2-TZVPD

Properties
**Relative energy (zero: lowest compared OMol25 entry of this formula, charge and spin)**: 0.0 kJ/mol
**Orbital gap**: 8.0234 eV
**E_HOMO**: -12.933 eV
**Maximum force**: 1.9 eV Å⁻¹
**Total energy**: -16871.258 eV

ORCA input file:
```
! RIJCOSX wB97M-V def2-TZVPD def2/J DEFGRID3
* xyz 1 1
C 1.62653 -0.58310 -2.41695
C 2.15488 -1.82584 -1.57877
C 0.34109 -0.07722 -1.88481
C 1.89918 -1.64856 -0.15417
C 0.31093 -1.27977 1.56172
C -1.08054 -0.60394 1.58967
C 0.27366 0.69193 -0.78073
C -1.02899 1.13822 -0.13143
C -1.67138 -0.69355 2.99488
C 1.52012 1.21415 -0.14344
C -2.28263 0.62575 -0.84271
C -1.09432 2.67301 -0.09651
O -0.99420 0.75453 1.25322
O 0.68379 -1.52851 0.20306
H 1.51813 -0.92395 -3.44351
H 2.39866 0.18348 -2.37600
H 3.21156 -1.98662 -1.77546
H 1.57598 -2.67497 -1.94665
H -0.55786 -0.43168 -2.36132
H 2.70420 -1.60742 0.57817
H 1.05388 -0.64684 2.05656
H 0.25121 -2.24388 2.07378
H -1.72358 -1.15068 0.88948
H -1.01829 -0.20578 3.71452
H -1.82388 -1.72867 3.28731
H -2.62930 -0.18351 3.00308
H 1.92977 2.02458 -0.74658
H 2.30052 0.44371 -0.08670
H 1.31863 1.59093 0.85558
H -2.35522 1.09081 -1.82414
H -3.15539 0.91323 -0.25741
H -2.29272 -0.45574 -0.97018
H -2.06600 2.97620 0.28180
H -0.95947 3.08157 -1.09315
H -0.33898 3.07814 0.56778
*
```

Charges obtained by Mulliken population analysis, quoted in units of e: number 1, C, carries -1.047; number 2, C, carries -0.614; number 3, C, carries 0.051; number 4, C, carries -0.051; number 5, C, carries -0.823; number 6, C, carries 0.654; number 7, C, carries 0.511; number 8, C, carries 1.570; number 9, C, carries -1.661; number 10, C, carries -2.000; number 11, C, carries -2.046; number 12, C, carries -1.739; number 13, O, carries -0.445; number 14, O, carries -0.086; number 15, H, carries 0.463; number 16, H, carries 0.357; number 17, H, carries 0.327; number 18, H, carries 0.367; number 19, H, carries 0.431; number 20, H, carries 0.541; number 21, H, carries 0.415; number 22, H, carries 0.480; number 23, H, carries 0.211; number 24, H, carries 0.359; number 25, H, carries 0.448; number 26, H, carries 0.411; number 27, H, carries 0.330; number 28, H, carries 0.567; number 29, H, carries 0.459; number 30, H, carries 0.471; number 31, H, carries 0.416; number 32, H, carries 0.473; number 33, H, carries 0.461; number 34, H, carries 0.389; number 35, H, carries 0.350


What is the relative energy (zero: lowest compared OMol25 entry of this formula, charge and spin) in the first record?
154.7 kJ/mol